(1)
C35H38BCl2F5N10O3PPtS2Te as an isolated structure, computed with ωB97M-V/def2-TZVPD.

Structure (XYZ):
```
99
Properties=species:S:1:pos:R:3
Pt -0.3592 -0.2121 -1.1336
C -2.1944 2.5785 -4.0679
N -2.3716 1.1879 -4.4581
C -3.4089 0.7147 -5.2247
C -3.1682 -0.5998 -5.4288
N -1.9976 -0.9322 -4.7961
B -1.3961 -2.3929 -4.7782
N -1.9965 -3.0767 -3.5074
C -3.2919 -3.5121 -3.4259
C -3.5346 -3.8936 -2.1495
N -2.3735 -3.6928 -1.4538
C -2.2354 -3.8677 -0.0192
C -1.4367 -3.1958 -2.2915
S 0.1461 -2.7209 -1.8360
C -1.5347 0.1671 -4.1910
S -0.0153 0.3428 -3.3593
H -2.6738 3.2052 -4.8171
H -1.1309 2.8038 -4.0282
H -2.6225 2.7371 -3.0806
H -4.2270 1.3448 -5.5220
H -3.7453 -1.3391 -5.9533
H -0.2028 -2.3457 -4.7214
H -1.8296 -2.9616 -5.7532
H -3.9600 -3.4626 -4.2664
H -4.4382 -4.2195 -1.6684
H -2.6798 -3.0159 0.4949
H -1.1783 -3.9122 0.2235
H -2.7294 -4.7940 0.2691
C -2.4946 4.7439 2.7847
N -3.2171 4.1028 1.7135
C -3.2005 4.9570 0.5357
N -1.8424 5.2976 0.1101
C -1.1480 5.9312 1.2097
N -1.1304 5.1543 2.4449
C -0.1542 4.1781 2.5552
P -1.6496 2.4450 0.0100
C -2.8556 2.7191 1.3865
C -1.1526 4.1601 -0.5038
H -2.4610 4.0948 3.6594
H -3.0469 5.6546 3.0393
H -3.7299 5.8861 0.7650
H -3.7195 4.4510 -0.2807
H -1.6807 6.8637 1.4219
H -0.1230 6.1677 0.9228
H -0.2371 3.5086 3.4014
H 0.8366 4.4237 2.1901
H -2.5538 2.1717 2.2784
H -3.7541 2.2245 1.0135
H -1.4089 4.1431 -1.5684
H -0.0745 4.3013 -0.4399
O -0.4458 -1.4550 0.9292
C 0.7903 -1.4700 0.9528
N 1.5856 -2.1427 1.8359
C 2.9590 -2.1241 1.3491
C 2.8354 -1.0716 0.1951
O 3.7915 -0.6473 -0.4181
N 1.5224 -0.7822 0.0322
C 3.9593 -1.6647 2.3923
C 5.3140 -1.6330 2.0677
C 6.2444 -1.1863 2.9908
C 5.8366 -0.7792 4.2563
C 4.4916 -0.8171 4.5856
C 3.5556 -1.2519 3.6543
C 3.3340 -3.4952 0.7856
C 3.4725 -3.7435 -0.5734
C 3.7424 -5.0304 -1.0249
C 3.8791 -6.0766 -0.1278
C 3.7491 -5.8336 1.2346
C 3.4830 -4.5516 1.6837
H 1.2041 -2.9205 2.3479
H 5.6296 -1.9435 1.0801
H 7.2935 -1.1564 2.7233
H 6.5662 -0.4366 4.9798
H 4.1624 -0.4999 5.5679
H 2.5020 -1.2574 3.9022
H 3.3730 -2.9377 -1.2880
H 3.8375 -5.2098 -2.0883
H 4.0862 -7.0776 -0.4850
H 3.8608 -6.6428 1.9456
H 3.4043 -4.3608 2.7493
Cl 1.8470 2.5541 -1.2879
C 1.8934 2.2384 0.4207
C 3.0956 2.4422 1.0761
C 3.1948 2.1664 2.4280
C 2.0894 1.6771 3.1078
C 0.9060 1.4583 2.4285
Cl -0.4372 0.8183 3.3253
C 0.7477 1.7446 1.0605
N -0.4240 1.4473 0.3857
H 3.9507 2.7870 0.5114
H 4.1351 2.3048 2.9453
H 2.1424 1.4461 4.1629
F -6.0682 0.3895 0.1186
Te -4.5245 -0.0594 -1.0304
F -4.9695 -1.8257 -0.5607
F -3.5111 -0.1818 0.6245
F -5.4247 -0.6709 -2.7242
F -2.8571 -0.8972 -1.7948
O -2.4212 1.8447 -1.1386
```

## Properties
HOMO energy (spin up / spin down): -4.35 / -5.51 eV
charge: -1
frontier orbital gap (spin up / spin down): 6.7 / 5.4 eV
2S+1: 5
energy relative to the best compared isomer or geometry (same formula, charge and spin): 21.5 kJ/mol
expectation value of S²: 6.022
lowest unoccupied orbital energy (spin up / spin down): 2.342 / -0.081 eV

The net atomic charges from Löwdin, expressed in e, are:
1 Pt 0.9364
2 C -0.0239
3 N -0.0943
4 C -0.0350
5 C -0.0515
6 N 0.0169
7 B -0.4336
8 N 0.0021
9 C -0.0515
10 C -0.0487
11 N -0.1046
12 C -0.0163
13 C -0.6868
14 S 0.7370
15 C -0.6421
16 S 0.6503
17 H 0.0929
18 H 0.0739
19 H 0.0599
20 H 0.1248
21 H 0.1207
22 H 0.0490
23 H 0.0715
24 H 0.1214
25 H 0.1259
26 H 0.0901
27 H 0.0561
28 H 0.0930
29 C -0.1810
30 N -0.1437
31 C -0.1858
32 N -0.1454
33 C -0.1887
34 N -0.1471
35 C -0.0192
36 P 0.6149
37 C -0.2031
38 C -0.2066
39 H 0.1276
40 H 0.1226
41 H 0.1222
42 H 0.1332
43 H 0.1219
44 H 0.1259
45 H 0.0379
46 H 0.0703
47 H 0.0592
48 H 0.0719
49 H 0.0826
50 H 0.0572
51 O -0.0780
52 C -0.6558
53 N 0.1786
54 C -0.2589
55 C -0.4404
56 O 0.0764
57 N 0.0466
58 C -0.1483
59 C -0.0164
60 C -0.0778
61 C -0.1024
62 C -0.0922
63 C -0.0423
64 C -0.1393
65 C -0.0240
66 C -0.0703
67 C -0.0967
68 C -0.0863
69 C -0.0342
70 H 0.1568
71 H 0.1221
72 H 0.0991
73 H 0.0946
74 H 0.0997
75 H 0.1056
76 H 0.1078
77 H 0.1048
78 H 0.0966
79 H 0.0979
80 H 0.1187
81 Cl 0.7069
82 C -0.6010
83 C -0.1129
84 C -0.0803
85 C -0.1337
86 C -0.6220
87 Cl 0.7481
88 C -0.4543
89 N -0.2260
90 H 0.1045
91 H 0.1053
92 H 0.1001
93 F -0.5758
94 Te 1.9233
95 F -0.4439
96 F -0.5124
97 F -0.5890
98 F -0.5275
99 O -0.5122


(2)
C35H38BCuN10S as an isolated structure, computed with ωB97M-V/def2-TZVPD.

Structure (XYZ):
```
86
Properties=species:S:1:pos:R:3
Cu 1.0423 -1.4466 0.5316
C 3.7251 0.8362 0.4401
C 2.4474 1.1295 1.1485
C 1.8246 2.3609 1.4023
C 0.6338 2.0352 2.0130
N 0.5643 0.6903 2.1197
N 1.6852 0.1445 1.5983
B -0.5058 -0.2209 2.8007
N -1.4259 -1.0002 1.8040
C -2.7706 -1.1001 1.7883
C -3.1182 -2.0618 0.8629
C -1.8951 -2.5214 0.3445
C -1.6283 -3.5275 -0.7234
N -0.9015 -1.8850 0.9413
N 0.2868 -1.3378 3.5400
C 0.3706 -1.7280 4.8263
C 1.2257 -2.8038 4.8986
C 1.6379 -3.0242 3.5702
C 2.5870 -4.0542 3.0610
N 1.0606 -2.1396 2.7727
N -1.4452 0.6885 3.6084
C -1.7761 0.8697 4.9039
C -2.6833 1.9016 4.9780
C -2.8621 2.3135 3.6431
C -3.6955 3.4201 3.0804
N -2.1191 1.5726 2.8394
H 4.4576 1.6259 0.6062
H 3.5331 0.7636 -0.6345
H 4.1180 -0.1220 0.7797
H 2.1868 3.3474 1.1698
H -0.1644 2.6725 2.3403
H -3.3958 -0.4801 2.4041
H -4.1117 -2.3900 0.6089
H -2.5607 -3.9586 -1.0846
H -0.9794 -4.3195 -0.3463
H -1.1127 -3.0375 -1.5527
H -0.1708 -1.2359 5.6144
H 1.5128 -3.3503 5.7811
H 2.9351 -4.6871 3.8766
H 3.4440 -3.5764 2.5866
H 2.1152 -4.6749 2.2997
H -1.3661 0.2708 5.6972
H -3.1513 2.3016 5.8612
H -4.3175 3.8792 3.8472
H -4.3297 3.0378 2.2805
H -3.0480 4.1836 2.6464
S 3.6058 -3.9704 -0.3764
C 3.1467 -3.3783 -1.8749
N 2.2232 -4.0303 -2.6093
C 1.8049 -3.6232 -3.9421
C 2.0166 -2.1305 -4.1067
C 3.4551 -1.7949 -3.7497
N 3.7732 -2.3263 -2.4310
H 1.6900 -4.7159 -2.1057
H 0.7525 -3.8739 -4.0818
H 2.3896 -4.1785 -4.6886
H 1.3781 -1.6080 -3.3925
H 1.7778 -1.8090 -5.1207
H 3.5931 -0.7130 -3.7433
H 4.1477 -2.2273 -4.4847
H 4.3166 -1.7744 -1.7913
C 0.7691 -0.5270 -1.1701
C 0.1629 0.4788 -1.5741
C -0.4948 1.5700 -2.1247
C 0.1592 2.8584 -2.1907
C 1.5592 2.9549 -2.0721
C 2.1931 4.1767 -1.9796
C 1.4595 5.3578 -2.0038
C 0.0783 5.2890 -2.1427
C -0.5625 4.0691 -2.2451
C -1.9065 1.4106 -2.4799
C -2.7613 0.6553 -1.6660
C -4.1104 0.5549 -1.9533
C -4.6427 1.1747 -3.0770
C -3.7959 1.8668 -3.9329
C -2.4496 1.9897 -3.6357
H 2.1296 2.0358 -2.0348
H 3.2720 4.2170 -1.8820
H 1.9522 6.3164 -1.8997
H -0.5061 6.2023 -2.1560
H -1.6410 4.0463 -2.3212
H -2.3500 0.1685 -0.7900
H -4.7587 -0.0101 -1.2939
H -5.7038 1.1200 -3.2857
H -4.1881 2.3041 -4.8437
H -1.7940 2.5121 -4.3219
```

## Properties
HOMO energy (spin up / spin down): -3.13 / -3.74 eV
charge: -1
frontier orbital gap (spin up / spin down): 5.7 / 6.1 eV
2S+1: 2
energy relative to the best compared isomer or geometry (same formula, charge and spin): 24.0 kJ/mol
expectation value of S²: 0.782
lowest unoccupied orbital energy (spin up / spin down): 2.607 / 2.398 eV

The net atomic charges from Löwdin, expressed in e, are:
1 Cu 0.2399
2 C -0.0355
3 C -0.3530
4 C -0.0224
5 C -0.0573
6 N 0.0405
7 N 0.0296
8 B -0.5944
9 N 0.0346
10 C -0.0779
11 C -0.0385
12 C -0.3437
13 C -0.0322
14 N 0.0445
15 N 0.0298
16 C -0.0812
17 C -0.0382
18 C -0.3382
19 C -0.0605
20 N 0.0792
21 N 0.0057
22 C -0.0750
23 C -0.0357
24 C -0.3633
25 C -0.0391
26 N 0.0918
27 H 0.0716
28 H 0.0527
29 H 0.0732
30 H 0.0929
31 H 0.1019
32 H 0.1089
33 H 0.0903
34 H 0.0694
35 H 0.0732
36 H 0.0635
37 H 0.0864
38 H 0.0867
39 H 0.0686
40 H 0.0468
41 H 0.0566
42 H 0.0908
43 H 0.0877
44 H 0.0667
45 H 0.0731
46 H 0.0729
47 S 0.5592
48 C -0.9134
49 N 0.0057
50 C -0.1825
51 C -0.1725
52 C -0.1768
53 N 0.0119
54 H 0.1095
55 H 0.1171
56 H 0.1128
57 H 0.0802
58 H 0.1154
59 H 0.1180
60 H 0.1125
61 H 0.1090
62 C -0.0241
63 C -0.1495
64 C -0.1694
65 C -0.1761
66 C -0.0418
67 C -0.1077
68 C -0.1209
69 C -0.1072
70 C -0.0387
71 C -0.1877
72 C -0.0091
73 C -0.0891
74 C -0.1169
75 C -0.1080
76 C -0.0587
77 H 0.0919
78 H 0.0955
79 H 0.0866
80 H 0.0930
81 H 0.1032
82 H 0.0988
83 H 0.0936
84 H 0.0881
85 H 0.0919
86 H 0.1128


> Which value of 2S+1 does entry 2 give?

2


> Which value of expectation value of S² does entry 2 give?

0.782